#w
This record from the Open Molecules 2025 dataset describes a gas-phase ion, C4H8NO3 (charge -1). The level of theory is wB97M-V/def2-TZVPD.

Atoms and positions in Å:
C  0.206  -1.073  -2.251
C  -0.134  -0.318  -1.015
C  -1.503  -0.682  -0.303
O  -2.087  0.568  -0.115
N  0.876  -0.489  0.109
C  0.977  0.540  1.029
O  -0.054  1.245  1.382
O  1.999  0.426  1.682
H  -0.381  -2.023  -2.230
H  -0.066  -0.474  -3.102
H  1.366  -1.219  -2.173
H  -0.311  0.792  -1.169
H  -1.220  -1.241  0.553
H  -1.947  -1.260  -1.228
H  -1.431  1.149  0.305
H  1.718  -1.008  -0.065

Properties
SMILES: C[C@@H](CO)NC(=O)[O-]
HOMO level (eV): -4.00
Lowest unoccupied orbital energy (Ha): 0.1402
Total charge: -1

#x
This record from the Open Molecules 2025 dataset describes 2 unconnected molecules or ions with the total composition C4H8NO3. The level of theory is wB97M-V/def2-TZVPD.

Atoms and positions in Å:
C  0.331  -1.528  -0.952
C  1.782  -1.456  -0.673
O  2.649  -2.268  -0.901
N  2.209  -0.108  -0.332
H  3.151  -0.132  0.047
H  1.387  0.460  0.170
H  -0.171  -1.374  0.032
H  -0.115  -2.509  -1.170
H  0.014  -0.893  -1.748
C  -2.175  1.223  0.697
C  -0.719  1.698  0.960
O  0.046  0.774  1.191
O  -0.496  2.868  0.910
H  -2.520  1.340  -0.340
H  -2.915  1.754  1.246
H  -2.459  0.152  0.864

Properties
HOMO level (eV): -4.81
Lowest unoccupied orbital energy (Ha): 0.1419
Total charge: -1

#y
This record from the Open Molecules 2025 dataset describes 2 unconnected molecules or ions with the total composition C4H8NO3. The level of theory is wB97M-V/def2-TZVPD.

Atoms and positions in Å:
C  1.882  0.478  -0.499
C  1.421  0.452  -1.886
O  2.064  0.733  -2.879
N  0.234  -0.219  -2.115
H  -0.132  -0.110  -3.051
H  -0.567  -0.092  -1.506
H  1.458  -0.295  0.161
H  1.516  1.244  0.361
H  2.912  0.558  -0.506
C  -1.759  -0.736  2.149
C  -0.982  0.105  1.173
O  -1.421  -0.110  0.049
O  -0.163  0.988  1.508
H  -1.456  -0.879  3.147
H  -2.133  -1.719  1.726
H  -2.871  -0.398  2.169

Properties
HOMO level (eV): -4.80
Lowest unoccupied orbital energy (Ha): 0.1499
Total charge: -1

#z
This record from the Open Molecules 2025 dataset describes 2 unconnected molecules or ions with the total composition C4H8NO3. The level of theory is wB97M-V/def2-TZVPD.

Atoms and positions in Å:
C  -2.364  0.509  -2.209
C  -2.372  0.089  -0.769
O  -3.391  -0.357  -0.246
N  -1.216  0.249  -0.097
H  -2.837  1.466  -2.357
H  -2.941  -0.202  -2.788
H  -1.192  0.011  0.885
H  -0.285  0.106  -0.478
H  -1.425  0.341  -2.740
C  3.396  -0.218  1.651
C  2.145  -0.135  0.753
O  2.351  0.150  -0.455
O  1.031  -0.381  1.275
H  3.519  -1.199  2.117
H  3.341  0.612  2.356
H  4.284  -0.169  1.021

Properties
HOMO level (eV): -4.46
Lowest unoccupied orbital energy (Ha): 0.1399
Total charge: -1

It is #z that is the most stable of them.

#w
This record from the Open Molecules 2025 dataset describes 2 unconnected molecules or ions with the total composition C4H8NO3. The level of theory is wB97M-V/def2-TZVPD.

Atoms and positions in Å:
C  0.223  1.045  1.506
C  1.097  -0.121  1.906
O  2.304  -0.055  1.710
N  0.606  -1.103  2.691
H  -0.189  0.828  0.517
H  0.879  1.901  1.425
H  1.269  -1.835  2.876
H  -0.367  -1.290  2.881
H  -0.580  1.283  2.202
C  -0.280  0.336  -2.296
C  -1.391  -0.687  -2.833
O  -1.033  -1.560  -3.651
O  -2.505  -0.491  -2.302
H  -0.753  1.131  -1.728
H  0.238  0.892  -3.094
H  0.483  -0.273  -1.810

Properties
HOMO level (eV): -3.86
Lowest unoccupied orbital energy (Ha): 0.1155
Total charge: -1

#x
This record from the Open Molecules 2025 dataset describes 2 unconnected molecules or ions with the total composition C4H8NO3. The level of theory is wB97M-V/def2-TZVPD.

Atoms and positions in Å:
C  -0.201  -2.787  0.446
C  -0.291  -1.746  -0.664
O  0.755  -1.055  -0.833
O  -1.365  -1.621  -1.284
H  0.743  -3.346  0.406
H  -0.955  -3.562  0.538
H  -0.088  -2.223  1.379
C  -0.293  1.875  -0.990
C  0.046  2.301  0.390
O  -0.370  3.310  0.961
N  0.874  1.432  1.032
H  1.159  1.695  1.956
H  1.045  0.517  0.630
H  0.514  2.075  -1.632
H  -1.159  2.334  -1.451
H  -0.412  0.801  -0.886

Properties
HOMO level (eV): -4.53
Lowest unoccupied orbital energy (Ha): 0.1451
Total charge: -1

#y
This record from the Open Molecules 2025 dataset describes 2 unconnected molecules or ions with the total composition C4H8NO3. The level of theory is wB97M-V/def2-TZVPD.

Atoms and positions in Å:
C  -0.695  -0.207  -1.552
C  0.737  -0.558  -1.811
O  1.127  -1.260  -2.717
N  1.696  0.182  -1.115
H  2.602  0.349  -1.630
H  1.580  0.743  -0.306
H  -1.144  0.113  -2.448
H  -0.808  0.592  -0.766
H  -1.285  -1.079  -1.161
C  -0.658  -0.556  1.904
C  -0.439  0.939  1.803
O  0.708  1.431  1.945
O  -1.551  1.595  1.887
H  -0.867  -0.494  3.043
H  0.439  -0.875  1.734
H  -1.443  -0.916  1.190

Properties
HOMO level (eV): -4.02
Lowest unoccupied orbital energy (Ha): 0.1348
Total charge: -1

It is #x that is the most stable of them.

#w
This record from the Open Molecules 2025 dataset describes a gas-phase ion, C4H11N2O2 (charge +1). The level of theory is wB97M-V/def2-TZVPD.

Atoms and positions in Å:
C  1.394  -0.779  0.117
C  0.355  -1.094  1.204
C  -1.325  0.341  0.196
C  -0.446  0.773  -0.995
N  0.704  -0.597  -1.203
N  -0.490  0.151  1.374
O  0.283  1.840  -0.576
O  -1.055  0.808  -2.145
H  1.931  0.148  0.296
H  2.051  -1.604  -0.103
H  -0.275  -1.939  0.800
H  0.889  -1.265  2.192
H  -2.042  1.215  0.558
H  -1.877  -0.630  0.073
H  1.381  -0.429  -1.972
H  -1.017  -0.047  2.239
H  0.041  0.899  1.694
H  0.642  2.288  -1.377
H  -1.143  -0.080  -2.369

Properties
SMILES: OC1(O)C[NH2+]CCN1
HOMO level (eV): -13.08
Lowest unoccupied orbital energy (Ha): -0.1243
Total charge: +1

#x
This record from the Open Molecules 2025 dataset describes 3 unconnected molecules or ions with the total composition C4H11N2O2. The level of theory is wB97M-V/def2-TZVPD.

Atoms and positions in Å:
C  0.601  1.849  1.146
C  -0.200  1.075  0.127
C  -1.469  0.485  0.215
N  -1.620  -0.151  -1.075
C  -0.500  0.180  -1.890
N  0.388  0.822  -1.139
H  1.304  2.622  0.742
H  1.202  1.147  1.668
H  -0.046  2.411  1.827
H  -2.199  0.488  1.074
H  -2.610  -0.302  -1.346
H  -0.349  -0.381  -2.786
H  1.309  0.903  -1.401
H  -0.175  -2.502  -1.699
H  1.174  -2.250  -1.129
O  0.582  -1.903  -1.721
H  0.809  -2.225  2.272
H  0.790  -0.946  3.036
O  1.008  -1.320  2.077

Properties
HOMO level (eV): -13.37
Lowest unoccupied orbital energy (Ha): -0.1195
Total charge: +1

#y
This record from the Open Molecules 2025 dataset describes 3 unconnected molecules or ions with the total composition C4H11N2O2. The level of theory is wB97M-V/def2-TZVPD.

Atoms and positions in Å:
C  -0.430  -1.340  1.565
C  0.454  -0.702  0.617
C  0.795  -0.904  -0.673
N  1.621  0.145  -1.107
C  1.879  0.970  -0.074
N  1.202  0.477  0.998
H  -0.931  -2.097  0.982
H  0.112  -1.731  2.436
H  -1.229  -0.634  1.837
H  0.490  -1.833  -1.270
H  2.128  0.067  -2.019
H  2.465  1.952  -0.147
H  1.195  0.913  1.923
H  -1.282  2.071  -1.294
H  -1.841  0.886  -0.469
O  -0.984  1.432  -0.673
H  -2.607  -1.097  -0.872
H  -3.800  -0.126  -0.556
O  -2.848  -0.292  -0.376

Properties
HOMO level (eV): -13.57
Lowest unoccupied orbital energy (Ha): -0.1053
Total charge: +1

It is #y that is the most stable of them.

#w
This record from the Open Molecules 2025 dataset describes 4 unconnected molecules or ions with the total composition C4H16O3. The level of theory is wB97M-V/def2-TZVPD.

Atoms and positions in Å:
C  0.325  -1.911  -1.206
C  -0.364  1.780  -2.033
C  0.335  0.561  -1.281
C  -0.598  -0.694  -1.542
H  1.397  -1.763  -1.115
H  0.338  -2.534  -2.125
H  -0.086  -2.475  -0.380
H  0.022  2.739  -1.658
H  -1.397  1.650  -1.741
H  -0.198  1.902  -3.103
H  0.418  0.665  -0.208
H  1.307  0.463  -1.728
H  -1.386  -0.596  -0.814
H  -0.870  -0.746  -2.588
H  -3.248  -0.148  1.944
H  -1.831  -0.264  2.310
O  -2.596  -0.829  2.137
H  1.714  1.252  2.603
H  0.334  1.347  3.375
O  1.264  1.591  3.401
H  1.251  -1.246  2.299
H  2.261  -0.363  1.369
O  1.611  -0.378  2.083

Properties
SMILES: CCCC.O.O.O
HOMO level (eV): -10.48
Lowest unoccupied orbital energy (Ha): 0.0122

#x
This record from the Open Molecules 2025 dataset describes 4 unconnected molecules or ions with the total composition C4H16O3. The level of theory is wB97M-V/def2-TZVPD.

Atoms and positions in Å:
C  0.537  -0.654  0.258
C  1.286  0.398  -0.519
C  2.609  0.821  0.098
C  3.544  1.551  -0.840
H  1.165  -1.524  0.456
H  -0.308  -1.078  -0.303
H  0.224  -0.159  1.190
H  0.662  1.294  -0.664
H  1.602  -0.156  -1.394
H  3.149  -0.114  0.365
H  2.519  1.336  1.069
H  3.437  1.137  -1.856
H  4.573  1.743  -0.568
H  3.163  2.567  -1.158
H  -4.808  -0.116  1.621
H  -4.635  -1.417  2.297
O  -4.237  -0.538  2.280
H  -7.118  1.370  0.704
H  -5.685  1.539  1.290
O  -6.177  1.276  0.519
H  0.738  -2.903  -1.539
H  2.264  -2.924  -1.535
O  1.495  -3.449  -1.771

Properties
SMILES: CCCC.O.O.O
HOMO level (eV): -11.12
Lowest unoccupied orbital energy (Ha): 0.0253

It is #x that is the most stable of them.